C9H12O4 | wB97M-V/def2-TZVPD

Structure (ORCA input):
```
! wB97M-V def2-TZVPD RIJCOSX def2/J DEFGRID3
* xyz 0 1
O 1.812 0.450 0.348
C 2.446 -1.781 -0.048
O 3.641 -1.219 0.535
H 1.027 -3.147 0.730
H 2.692 -2.498 -0.844
H -1.475 2.654 -0.903
O -2.282 0.771 -1.566
C 0.598 1.073 0.455
C 0.283 -0.789 -0.833
H 3.439 -0.298 0.696
O 0.352 2.191 1.012
H -2.544 0.141 0.619
H -3.913 3.326 -0.415
C -1.894 0.551 -0.214
C -3.527 2.385 0.022
H -4.357 1.705 -0.142
C 1.889 -2.652 1.070
C 1.728 -0.557 -0.713
H 2.696 -3.253 1.443
H 2.188 -0.210 -1.607
H -0.231 -1.535 -1.518
C -0.403 0.200 -0.164
H -3.250 2.479 1.058
H 1.389 -1.904 1.799
C -2.302 1.918 -0.819
*
```

The LUMO energy comes out at 0.0 eV. For the HOMO-LUMO gap, the calculation gives 10.1 eV. The calculation puts the energy relative to the best compared isomer or geometry (same formula, charge and spin) at 3.1329 eV. For the HOMO energy, the calculation gives -0.3706 hartree. As for the structure (SMILES): C[C@H](O)[C@H]1C=C([C@@H]2O[C@H]2C)C(=O)O1.

---

C5H5ClFN | wB97M-V/def2-TZVPD

Structure (ORCA input):
```
! wB97M-V def2-TZVPD RIJCOSX def2/J DEFGRID3
* xyz 0 1
F -0.210 2.272 -0.729
C -1.037 1.279 -0.360
C 1.133 -1.565 -0.682
N 1.474 -0.782 0.479
C -0.724 0.559 0.929
H 1.190 0.493 1.906
C 0.771 -0.031 1.088
H -0.581 1.147 1.917
H 1.678 -2.590 -0.684
C 0.481 -1.271 -1.767
H -1.439 -0.245 1.120
Cl -2.597 1.153 -1.051
H -0.138 -0.420 -2.167
*
```

The LUMO energy (spin up / spin down) comes out at 0.0 / -0.4 eV. For the HOMO-LUMO gap (spin up / spin down), the calculation gives 9.1 / 7.7 eV. The calculation puts the energy relative to the best compared isomer or geometry (same formula, charge and spin) at 5.5306 eV. For the HOMO energy (spin up / spin down), the calculation gives -0.3342 / -0.2986 hartree.

---

C3H13NO2S | wB97M-V/def2-TZVPD

Structure (ORCA input):
```
! wB97M-V def2-TZVPD RIJCOSX def2/J DEFGRID3
* xyz 0 1
H -0.481 -1.423 -2.610
H 2.597 1.077 0.491
C -0.988 2.540 -0.194
H -0.448 -0.099 -1.764
H -2.469 -0.890 1.808
O 0.053 -2.197 -2.498
N -1.090 1.087 -0.308
H 1.698 -0.751 -0.839
O -1.791 -1.560 1.672
H -1.284 0.754 0.622
H 0.366 -1.332 0.209
H 0.001 2.865 0.187
H 0.693 1.100 -1.587
H -1.805 -2.075 2.485
C 0.044 0.461 -0.975
S 1.673 0.380 1.273
C 0.915 -0.468 -0.137
H -0.512 -2.963 -2.607
H -1.187 3.006 -1.160
H -1.655 2.994 0.543
*
```

The LUMO energy comes out at 0.6 eV. For the HOMO-LUMO gap, the calculation gives 9.0 eV. The calculation puts the energy relative to the best compared isomer or geometry (same formula, charge and spin) at 1.2448 eV. For the HOMO energy, the calculation gives -0.3112 hartree. As for the structure (SMILES): CNCCS.O.O.

---

CH7NOSi | wB97M-V/def2-TZVPD

Structure (ORCA input):
```
! wB97M-V def2-TZVPD RIJCOSX def2/J DEFGRID3
* xyz 0 1
O 0.980 0.093 -0.781
C 1.806 -0.423 0.228
Si -1.777 -0.020 0.097
H -1.278 -0.930 1.169
H 2.280 0.372 0.758
H -2.079 -0.578 -1.276
N -0.255 0.924 -0.048
H 1.165 -0.974 0.891
H -2.949 0.986 0.276
H 2.485 -1.043 -0.443
H -0.377 1.594 -0.872
*
```

The LUMO energy comes out at 0.9 eV. For the HOMO-LUMO gap, the calculation gives 10.5 eV. The calculation puts the energy relative to the best compared isomer or geometry (same formula, charge and spin) at 1.1973 eV. For the HOMO energy, the calculation gives -0.3515 hartree. As for the structure (SMILES): CON[SiH3].

---

C23H18IMoN2O4 | wB97M-V/def2-TZVPD

Structure (ORCA input):
```
! wB97M-V def2-TZVPD RIJCOSX def2/J DEFGRID3
* xyz 3 1
C -1.449 0.092 5.302
H -2.919 1.652 5.171
C -0.611 -0.719 3.198
H -1.469 0.061 6.382
H -2.900 1.761 2.688
N 0.589 -1.817 -1.358
C -2.318 -2.411 -5.189
C -1.984 -1.333 -2.688
C 3.011 2.670 0.643
C 0.274 -2.288 -2.541
O -1.747 -0.841 -1.423
C -2.268 1.066 3.224
H 3.382 1.754 1.081
C -2.266 0.993 4.614
C -0.911 -2.017 -3.279
I 4.236 6.756 0.443
N 0.131 -1.861 1.163
C 3.207 5.021 0.208
C -3.206 -1.184 -3.281
C -3.359 -1.730 -4.555
C 1.804 2.670 -0.097
O -0.004 1.368 -0.982
H 2.433 -1.762 -0.333
H 0.974 -2.997 -2.979
C 1.067 1.486 -0.233
O 1.302 0.353 0.372
H 4.642 3.852 1.333
H -2.470 -2.825 -6.176
C 2.008 5.025 -0.535
H -0.019 -1.496 5.122
C 1.316 3.858 -0.694
H -4.011 -0.661 -2.783
H 0.636 -2.441 3.051
H 2.107 -3.299 -1.162
C 0.099 -1.698 2.463
C -1.420 0.224 2.549
H 0.271 -3.812 0.380
H 1.645 5.942 -0.977
H -4.311 -1.622 -5.057
C 0.946 -2.997 0.642
Mo -0.480 -0.440 -0.244
C -0.632 -0.770 4.600
H -0.296 -3.111 -5.031
C 3.710 3.835 0.786
H 0.400 3.840 -1.270
O -1.346 0.254 1.193
H 1.642 -3.347 1.402
C -1.103 -2.569 -4.553
C 1.664 -2.486 -0.590
*
```

The LUMO energy (spin up / spin down) comes out at -12.2 / -12.2 eV. For the HOMO-LUMO gap (spin up / spin down), the calculation gives 3.9 / 3.9 eV. For the HOMO energy (spin up / spin down), the calculation gives -0.5915 / -0.5915 hartree.

---

C3H2OS2 | wB97M-V/def2-TZVPD

Structure (ORCA input):
```
! wB97M-V def2-TZVPD RIJCOSX def2/J DEFGRID3
* xyz 0 1
H -1.505 0.736 -1.453
S 1.619 -1.597 -0.285
C 0.076 0.549 0.020
S -2.285 -1.155 0.156
O 0.489 1.692 -0.077
C 1.161 -0.399 0.644
H 1.841 0.109 1.491
C -1.398 0.066 -0.496
*
```

The LUMO energy comes out at -1.6 eV. For the HOMO-LUMO gap, the calculation gives 7.4 eV. The calculation puts the energy relative to the best compared isomer or geometry (same formula, charge and spin) at 2.7049 eV. For the HOMO energy, the calculation gives -0.3323 hartree. As for the structure (SMILES): O=C(C=S)C=S.

---

H12IO6 | wB97M-V/def2-TZVPD

Structure (ORCA input):
```
! wB97M-V def2-TZVPD RIJCOSX def2/J DEFGRID3
* xyz -1 1
I -6.386 6.698 49.223
O -8.361 9.651 48.549
H -8.957 5.982 50.509
H -5.504 4.025 51.924
H -7.458 4.432 48.093
H -8.922 4.048 48.209
O -4.167 9.169 50.505
H -3.619 9.204 47.396
H -4.455 9.104 51.389
H -4.676 8.511 50.101
H -8.814 7.237 51.344
O -8.002 3.774 47.828
H -8.136 9.912 47.618
O -5.372 4.936 52.120
H -4.632 8.129 47.665
H -5.851 5.553 51.545
H -8.126 8.847 48.562
O -4.238 8.659 47.051
O -9.389 6.592 51.257
*
```

The LUMO energy comes out at 3.2 eV. For the HOMO-LUMO gap, the calculation gives 8.5 eV. The calculation puts the energy relative to the best compared isomer or geometry (same formula, charge and spin) at 2.0865 eV. For the HOMO energy, the calculation gives -0.1976 hartree.

---

C25H44CdN3O2SbSi3 | wB97M-V/def2-TZVPD

Structure (ORCA input):
```
! wB97M-V def2-TZVPD RIJCOSX def2/J DEFGRID3
* xyz 0 1
H 1.800 2.961 -2.720
H 3.880 -0.241 -2.465
H -1.227 1.145 -3.304
O -1.264 -3.234 4.290
C -3.312 -2.424 3.382
H 2.134 5.195 1.505
C -0.254 2.929 2.396
H 3.546 2.778 -2.877
C 4.449 1.575 -0.096
C 1.297 -3.794 -2.285
N -2.265 -0.292 2.694
H -5.152 -0.579 -0.855
H 2.129 -0.352 -2.637
Si -2.938 -1.360 -1.672
C -3.295 -3.218 -1.705
C 0.007 4.259 -0.349
C 2.934 -0.213 -1.919
H -3.547 0.417 -3.337
C 1.281 1.392 0.217
H -3.941 -2.894 4.138
H 0.524 1.113 -3.096
H 3.696 0.264 4.041
H 4.539 2.495 0.486
H -2.890 0.255 2.113
N 0.897 -0.641 1.549
C 1.273 -3.494 -3.639
C 2.908 0.003 3.346
H 3.144 1.758 2.157
C 0.549 -3.026 -1.414
C -1.170 -1.198 -1.032
H 2.750 3.844 2.450
C 1.590 0.494 1.376
C 2.600 0.835 2.291
H -0.966 3.862 -0.644
C 2.194 -1.177 3.501
C 0.500 -2.421 -4.042
H -0.388 2.619 -2.773
H -4.145 -1.023 0.522
H -1.610 0.364 3.103
H -3.892 0.528 -0.311
H -4.224 -1.143 -3.800
Sb -0.765 0.919 -0.672
H -2.499 -0.822 -4.052
H 2.381 -1.864 4.314
C 2.730 2.880 -2.158
H -3.108 -3.673 -0.729
H 0.603 4.408 -1.252
H -1.246 2.611 2.068
H 0.551 -3.255 -0.355
C -0.226 -1.958 -1.897
C -1.966 -3.173 3.291
C -3.020 -0.982 3.770
C -0.401 1.531 -2.712
H -3.826 -2.468 2.418
H 0.455 -2.134 -5.089
H -0.363 3.867 2.945
H 0.142 2.181 3.087
C 1.202 -1.447 2.584
H 1.829 -4.080 -4.358
H -2.399 -1.007 4.665
C -4.138 -0.526 -0.453
H 3.238 4.043 0.762
Si 2.775 1.403 -0.976
H 4.654 0.732 0.565
H -3.948 -0.455 4.005
H 2.882 3.818 -1.618
Cd -1.265 -1.885 0.991
H -4.330 -3.426 -1.986
H 2.918 -1.063 -1.232
O -1.653 -3.622 2.115
H 0.618 -2.358 2.699
H -2.647 -3.717 -2.431
H 5.233 1.595 -0.856
H -0.156 5.238 0.106
N -0.223 -1.674 -3.212
Si 0.888 3.144 0.898
C 2.402 4.138 1.458
C -3.341 -0.655 -3.381
H 1.883 -4.626 -1.917
*
```

The LUMO energy comes out at 0.5 eV. For the HOMO-LUMO gap, the calculation gives 8.4 eV. For the HOMO energy, the calculation gives -0.2903 hartree.

---

Repeat the fourth record exactly.
CH7NOSi | wB97M-V/def2-TZVPD

Structure (ORCA input):
```
! wB97M-V def2-TZVPD RIJCOSX def2/J DEFGRID3
* xyz 0 1
O 0.980 0.093 -0.781
C 1.806 -0.423 0.228
Si -1.777 -0.020 0.097
H -1.278 -0.930 1.169
H 2.280 0.372 0.758
H -2.079 -0.578 -1.276
N -0.255 0.924 -0.048
H 1.165 -0.974 0.891
H -2.949 0.986 0.276
H 2.485 -1.043 -0.443
H -0.377 1.594 -0.872
*
```

The LUMO energy comes out at 0.9 eV. For the HOMO-LUMO gap, the calculation gives 10.5 eV. The calculation puts the energy relative to the best compared isomer or geometry (same formula, charge and spin) at 1.1973 eV. For the HOMO energy, the calculation gives -0.3515 hartree. As for the structure (SMILES): CON[SiH3].